Entry 1:
This record from the Open Molecules 2025 dataset describes a molecular structure, C26H25F3LiN5O8S2. The level of theory is the ωB97M-V functional and the def2-TZVPD basis.

## Properties
Kohn-Sham gap	6.04	eV
ΔE to the lowest compared entry with this formula, charge and spin	0.0	kcal/mol
F_max	0.6	eV Å⁻¹
total energy	-81232.337	eV
E_LUMO	4.07	eV

Structure (ORCA input):
```
! RIJCOSX wB97M-V def2-TZVPD def2/J DEFGRID3
* xyz -2 1
Li -0.505 0.414 -0.220
N 1.053 -0.199 3.280
C 0.420 -1.289 2.678
C 0.011 -2.329 3.520
C -0.584 -3.437 2.950
C -0.757 -3.479 1.577
C -0.314 -2.399 0.833
N 0.288 -1.328 1.364
C 1.191 1.118 2.864
C 1.849 1.997 3.747
C 1.963 3.320 3.390
C 1.431 3.743 2.176
C 0.826 2.794 1.372
N 0.708 1.506 1.698
H 1.245 -0.335 4.256
H 0.127 -2.241 4.594
H -0.934 -4.247 3.579
H -1.266 -4.296 1.087
H -0.482 -2.368 -0.234
H 2.256 1.628 4.682
H 2.462 4.018 4.052
H 1.493 4.774 1.854
H 0.426 3.058 0.402
F -1.710 3.015 -6.709
C -2.358 1.920 -6.239
F -2.142 0.947 -7.151
F -3.671 2.212 -6.288
C -1.893 1.531 -4.871
C -2.666 1.775 -3.753
C -2.163 1.407 -2.507
N -0.961 0.854 -2.354
C -0.225 0.621 -3.440
C -0.650 0.933 -4.722
H -3.650 2.216 -3.828
H -2.769 1.517 -1.613
H 0.747 0.173 -3.266
H -0.023 0.712 -5.575
O -3.415 -1.201 1.372
S -3.018 -0.366 0.230
O -2.027 0.693 0.694
O -2.282 -1.170 -0.789
O -4.172 0.313 -0.392
C 3.624 -2.704 3.851
C 4.312 -2.140 2.636
C 3.639 -2.030 1.424
C 4.274 -1.526 0.298
C 5.602 -1.131 0.387
C 6.284 -1.207 1.593
C 5.638 -1.715 2.708
S 6.442 -0.539 -1.061
O 6.633 -1.657 -1.945
O 7.584 0.208 -0.595
N 5.422 0.475 -1.788
C 4.993 1.668 -1.043
C 3.706 2.191 -1.670
C 2.558 1.162 -1.576
O 2.826 0.009 -2.036
O 1.492 1.544 -1.071
H 2.585 -2.950 3.631
H 3.640 -1.987 4.676
H 4.122 -3.614 4.196
H 2.598 -2.316 1.354
H 3.714 -1.412 -0.625
H 7.309 -0.863 1.644
H 6.169 -1.781 3.652
H 4.568 0.002 -2.149
H 5.786 2.415 -1.080
H 4.808 1.429 0.012
H 3.885 2.418 -2.726
H 3.405 3.109 -1.165
*
```

***

Entry 2:
This record from the Open Molecules 2025 dataset describes 2 unconnected molecules or ions with the total composition C4H9N2. The level of theory is the ωB97M-V functional and the def2-TZVPD basis.

## Properties
Kohn-Sham gap	7.68	eV
ΔE to the lowest compared entry with this formula, charge and spin	138.6	kcal/mol
F_max	6.1	eV Å⁻¹
total energy	-7262.131	eV
E_LUMO	-4.73	eV

Structure (ORCA input):
```
! RIJCOSX wB97M-V def2-TZVPD def2/J DEFGRID3
* xyz 1 1
C -1.956 -0.181 -0.571
C 1.430 -1.092 0.557
C 0.996 0.233 0.003
C 1.055 1.717 -0.027
N -2.695 -0.755 0.314
N 1.430 -0.666 -0.851
H -2.436 0.135 -1.426
H 2.399 -0.927 1.184
H 0.611 -1.723 0.752
H 2.032 1.898 0.235
H 0.407 2.087 0.846
H 0.603 1.961 -0.902
H -3.748 -0.875 0.161
H 2.223 -0.666 -1.441
H -2.350 -1.145 1.166
*
```

***

Entry 3:
This record from the Open Molecules 2025 dataset describes a molecular structure, C23H18F6N16RuSb. The level of theory is the ωB97M-V functional and the def2-TZVPD basis.

## Properties
Kohn-Sham gap (alpha / beta)	4.73 / 6.00	eV
ΔE to the lowest compared entry with this formula, charge and spin	21.3	kcal/mol
F_max	2.4	eV Å⁻¹
total energy	-73404.918	eV
E_LUMO (alpha / beta)	-6.73 / -5.66	eV

Structure (ORCA input):
```
! RIJCOSX wB97M-V def2-TZVPD def2/J DEFGRID3
* xyz 1 1
Ru -0.250 -0.478 0.333
N -0.388 4.203 2.186
C -0.784 2.933 2.226
N -0.013 1.910 1.981
C 1.291 2.155 1.639
N 2.100 1.152 1.418
N 1.588 -0.055 1.326
C 2.196 -1.104 1.742
C 1.518 -2.380 1.613
C 2.116 -3.592 1.883
C 1.364 -4.748 1.770
C 0.019 -4.641 1.448
C -0.512 -3.394 1.180
N 0.234 -2.282 1.233
C 1.817 3.497 1.632
C 3.165 3.784 1.382
C 3.612 5.078 1.481
C 2.720 6.112 1.794
C 1.384 5.852 1.995
C 0.937 4.537 1.928
H -1.055 4.939 2.349
H -1.820 2.751 2.493
H 3.162 -1.021 2.222
H 3.161 -3.616 2.163
H 1.811 -5.717 1.950
H -0.619 -5.514 1.400
H -1.556 -3.259 0.944
H 3.829 2.971 1.114
H 4.659 5.301 1.320
H 3.082 7.128 1.873
H 0.689 6.655 2.211
N -2.905 1.656 -0.066
C -1.708 2.024 -0.578
N -1.427 3.210 -1.077
N -0.112 3.156 -1.358
N 0.387 1.993 -1.058
N -0.615 1.235 -0.555
C -3.094 0.518 0.632
N -4.239 0.140 1.151
N -3.983 -1.045 1.743
N -2.745 -1.388 1.605
N -2.130 -0.413 0.890
H -3.691 2.284 -0.174
F 1.481 -0.589 -1.116
Sb 3.322 -0.912 -1.835
F 3.037 0.549 -2.946
F 5.013 -1.300 -2.490
F 2.428 -2.092 -3.003
F 3.270 -2.347 -0.577
F 3.966 0.163 -0.441
N -0.681 -3.445 -2.577
C -0.083 -2.620 -1.717
N -0.857 -1.594 -1.411
C -2.045 -1.749 -2.138
C -3.188 -0.962 -2.232
C -4.218 -1.421 -3.023
C -4.124 -2.638 -3.714
C -2.987 -3.413 -3.649
C -1.944 -2.933 -2.868
H -0.257 -4.269 -2.967
H 0.919 -2.782 -1.353
H -3.254 -0.016 -1.719
H -5.122 -0.833 -3.116
H -4.963 -2.975 -4.309
H -2.909 -4.352 -4.184
*
```